Formula: CHBrN2
Source: OMol25
Level of theory: ωB97M-V/def2-TZVPD

The value obtained for the total energy is -74070.098 eV. The HOMO energy (alpha / beta) comes out at -7.39 / -11.05 eV. The spin multiplicity is 3. As for the expectation value of S²: 2.009. The value obtained for the energy above the lowest of the compared OMol25 structures with the same formula, charge and spin is 53.4 kcal per mole. The value obtained for the HOMO-LUMO gap (alpha / beta) is 8.00 / 7.26 eV. The calculation puts the LUMO energy (alpha / beta) at 0.0223 / -0.1394 Ha.

Geometry as XYZ:
```
5
CHBrN2 | OMol25 | ωB97M-V/def2-TZVPD
C 0.78 -0.27 0.20
N 1.77 -0.39 0.72
N -0.42 0.07 -0.63
Br -1.24 1.31 0.55
H -0.89 -0.72 -0.84
```